[1]
The following is a DFT calculation (ωB97M-V/def2-TZVPD) of a cluster of 2 separate species, C19H17ClFN3O10P in total at a distorted geometry.

```
! wB97M-V def2-TZVPD RIJCOSX def2/J DEFGRID3
* xyz 1 1
C 0.720 2.908 4.461
C 1.069 3.535 3.229
N 1.502 2.850 1.988
C 0.638 3.031 0.810
O -0.567 3.814 0.935
N -1.550 3.004 1.504
O -2.370 2.711 0.707
C 0.910 2.406 -0.573
C -0.039 2.551 -1.858
O -0.554 3.627 -2.212
N -0.289 1.301 -2.668
C -0.634 0.204 -1.740
O -1.595 0.219 -0.952
F 0.233 -0.942 -1.743
C 2.218 1.549 -0.759
C 3.122 1.364 0.491
P 4.703 0.313 0.332
O 4.369 -0.705 -1.028
Cl 6.298 1.541 -0.310
C 2.694 2.030 1.858
O 3.531 1.803 2.976
C 3.419 0.456 3.470
O 4.218 0.121 4.386
C 2.426 -0.658 2.933
C 3.060 -2.037 2.499
C 2.247 -3.221 1.920
C 0.703 -3.102 1.781
C 0.050 -1.737 2.207
C 0.889 -0.526 2.761
H 1.180 3.353 5.424
H -0.019 2.048 4.583
H 0.981 4.686 3.193
H 0.642 1.113 -3.103
H 2.451 1.069 -1.770
H 3.426 -1.004 -0.985
H 4.195 -2.148 2.589
H 2.784 -4.189 1.594
H 0.106 -3.994 1.384
H -1.096 -1.688 2.073
H 0.356 0.447 3.025
C -3.631 -0.553 -2.751
O -3.865 -1.303 -3.942
C -4.703 -2.343 -3.782
O -5.242 -2.667 -2.752
O -4.835 -2.957 -4.970
C -5.704 -4.089 -4.951
H -2.945 0.257 -2.995
H -4.562 -0.116 -2.381
H -3.168 -1.180 -1.987
H -6.716 -3.793 -4.669
H -5.322 -4.856 -4.273
H -5.734 -4.503 -5.959
*
```

Output
E_HOMO ... -0.4487 Ha
Gap between HOMO and LUMO ... 6.3 eV

---

[2]
The following is a DFT calculation (ωB97M-V/def2-TZVPD) of a structure of composition C19H17F5N2Ti at a distorted geometry.

```
! wB97M-V def2-TZVPD RIJCOSX def2/J DEFGRID3
* xyz 0 3
C -1.307 1.193 2.671
C -1.209 -0.948 2.703
H -0.262 1.444 2.958
H -1.907 1.087 3.570
H -1.717 2.059 2.113
H -1.038 -1.972 2.332
H -0.466 -0.784 3.499
H -2.237 -0.925 3.116
C -0.573 2.727 -0.709
C -0.195 3.505 -1.800
C 0.106 2.889 -3.019
C 0.012 1.504 -3.131
H -0.862 3.135 0.263
H -0.132 4.588 -1.690
H 0.410 3.474 -3.885
H 0.219 0.975 -4.062
N -0.594 1.377 -0.809
C -0.343 0.749 -2.006
C -0.478 -0.703 -2.026
N -0.779 -1.311 -0.828
C -0.989 -2.647 -0.757
C -0.475 -2.853 -3.109
C -0.816 -3.449 -1.888
H -1.287 -3.032 0.219
H -0.940 -4.527 -1.806
C -0.322 -1.474 -3.182
H -0.069 -0.959 -4.116
H -0.327 -3.457 -4.003
Ti -0.981 0.028 0.716
C -2.993 0.091 0.684
H -3.395 -0.922 0.554
H -3.353 0.689 -0.162
H -3.408 0.508 1.608
F 1.277 -2.488 1.171
C 1.958 -1.313 1.295
C 1.315 -0.090 1.184
C 2.090 1.050 1.336
F 1.543 2.299 1.289
C 3.474 0.986 1.541
F 4.239 2.085 1.618
C 4.088 -0.253 1.635
F 5.419 -0.330 1.789
C 3.336 -1.412 1.523
F 3.969 -2.593 1.598
*
```

Output
E_HOMO (spin up / spin down) ... -0.2286 / -0.3132 Ha
Gap between HOMO and LUMO (spin up / spin down) ... 5.5 / 7.6 eV

---

[3]
The following is a DFT calculation (ωB97M-V/def2-TZVPD) of the molecule C19H17N3O3.

```
! wB97M-V def2-TZVPD RIJCOSX def2/J DEFGRID3
* xyz 0 1
C 7.126 0.171 1.022
C 6.712 -0.041 -0.431
O 5.416 -0.595 -0.551
C 4.324 0.179 -0.336
C 4.326 1.557 -0.136
C 3.131 2.231 0.045
C 1.922 1.563 0.039
C 1.924 0.189 -0.166
N 0.689 -0.520 -0.175
C 0.479 -1.687 0.548
O 1.288 -2.216 1.255
C -0.940 -2.151 0.275
C -1.577 -1.040 -0.560
N -2.578 -0.298 0.157
C -2.383 0.417 1.308
N -3.443 1.014 1.743
C -4.432 0.708 0.841
C -5.771 1.079 0.814
C -6.543 0.613 -0.229
C -6.010 -0.205 -1.227
C -4.683 -0.587 -1.219
C -3.902 -0.121 -0.175
C -0.409 -0.095 -0.891
O -0.457 0.854 -1.621
C 3.105 -0.502 -0.355
H 8.148 0.540 1.062
H 7.069 -0.771 1.561
H 6.472 0.887 1.513
H 7.365 -0.784 -0.898
H 6.790 0.892 -1.003
H 5.246 2.118 -0.124
H 3.146 3.300 0.198
H 0.996 2.094 0.183
H -0.901 -3.103 -0.255
H -1.461 -2.317 1.219
H -2.028 -1.402 -1.487
H -1.426 0.459 1.795
H -6.177 1.711 1.587
H -7.587 0.883 -0.281
H -6.652 -0.545 -2.026
H -4.281 -1.217 -1.999
H 3.112 -1.568 -0.510
*
```

Output
E_HOMO ... -0.3211 Ha
Energy above the lowest of the compared OMol25 structures with the same formula, charge and spin ... 7.53 kcal per mole
Gap between HOMO and LUMO ... 9.3 eV

---

[4]
The following is a DFT calculation (ωB97M-V/def2-TZVPD) of the molecule C19H17N3O4 at a distorted geometry.

```
! wB97M-V def2-TZVPD RIJCOSX def2/J DEFGRID3
* xyz 0 1
C 1.979 -2.966 1.475
C 1.076 -1.760 1.221
N 0.662 -1.677 -0.166
C -0.553 -2.380 -0.538
C -1.747 -1.661 -0.017
N -2.493 -0.804 -0.632
C -3.410 -0.438 0.319
C -4.468 0.518 0.069
C -4.572 1.115 -1.186
C -5.583 2.025 -1.431
C -6.489 2.343 -0.432
C -6.386 1.751 0.818
C -5.379 0.840 1.073
N -3.217 -1.053 1.458
O -2.137 -1.854 1.255
C 1.429 -1.153 -1.160
O 1.136 -1.256 -2.333
C 2.665 -0.428 -0.719
C 3.907 -0.981 -0.985
C 5.087 -0.320 -0.649
C 4.965 0.913 -0.058
C 3.714 1.483 0.193
C 2.547 0.835 -0.126
O 3.883 2.708 0.778
C 5.278 2.904 0.873
O 5.945 1.768 0.365
H 2.896 -2.877 0.899
H 1.479 -3.890 1.193
H 2.232 -3.021 2.530
H 1.604 -0.846 1.496
H 0.178 -1.835 1.838
H -0.595 -2.391 -1.630
H -0.540 -3.399 -0.140
H -3.856 0.853 -1.950
H -5.666 2.488 -2.403
H -7.278 3.055 -0.626
H -7.094 2.002 1.594
H -5.282 0.367 2.038
H 3.961 -1.944 -1.469
H 6.054 -0.750 -0.850
H 1.586 1.287 0.056
H 5.567 3.793 0.290
H 5.558 3.055 1.927
*
```

Output
E_HOMO ... -0.3085 Ha
Energy above the lowest of the compared OMol25 structures with the same formula, charge and spin ... 63.10 kcal per mole
Gap between HOMO and LUMO ... 9.0 eV

---

[5]
The following is a DFT calculation (ωB97M-V/def2-TZVPD) of the molecule C19H17N3O4S at a distorted geometry.

```
! wB97M-V def2-TZVPD RIJCOSX def2/J DEFGRID3
* xyz 0 1
C -1.204 5.892 -0.240
C -0.949 4.483 0.236
O -1.889 3.699 0.292
C 0.423 4.122 0.613
C 1.439 5.100 0.547
C 2.708 4.751 0.905
C 3.020 3.452 1.331
C 2.065 2.474 1.408
C 0.751 2.811 1.047
N -0.251 1.863 1.106
C -0.192 0.561 1.507
O 0.790 -0.015 1.912
C -1.543 -0.123 1.377
S -1.959 -0.324 -0.391
C -1.689 -2.037 -0.546
N -1.489 -2.861 0.438
C -1.354 -4.096 -0.149
C -1.122 -5.343 0.418
C -1.040 -6.425 -0.432
C -1.180 -6.307 -1.821
C -1.076 -7.536 -2.674
C -1.410 -5.067 -2.395
C -1.494 -3.975 -1.550
N -1.707 -2.635 -1.775
O 4.343 3.379 1.624
C 4.875 4.665 1.377
O 3.844 5.517 0.926
H -0.606 6.113 -1.121
H -2.257 5.983 -0.492
H -0.962 6.609 0.541
H 1.236 6.106 0.226
H 2.302 1.477 1.736
H -1.157 2.235 0.790
H -1.507 -1.131 1.791
H -2.337 0.471 1.829
H -1.012 -5.449 1.485
H -0.861 -7.407 -0.019
H -1.833 -8.264 -2.383
H -1.212 -7.295 -3.725
H -0.100 -8.003 -2.548
H -1.520 -4.957 -3.464
H -1.854 -2.175 -2.657
H 5.308 5.067 2.306
H 5.661 4.596 0.609
*
```

Output
E_HOMO ... -0.2866 Ha
Energy above the lowest of the compared OMol25 structures with the same formula, charge and spin ... 1.02 kcal per mole
Gap between HOMO and LUMO ... 7.9 eV

---

[6]
The following is a DFT calculation (ωB97M-V/def2-TZVPD) of a structure of composition C19H17N5O5SSbSe4SiTc at a distorted geometry.

```
! wB97M-V def2-TZVPD RIJCOSX def2/J DEFGRID3
* xyz 0 1
Tc -0.160 -0.031 0.639
O 1.482 3.388 1.794
C 1.009 2.494 1.159
O -0.087 1.798 1.460
C 1.735 1.951 -0.109
O 2.119 2.542 -1.038
O 1.940 0.553 -0.005
Se -4.115 2.864 -3.140
Sb -3.285 0.672 -3.224
Se -3.685 -0.559 -0.988
Se -1.558 0.384 -0.994
Se -3.027 -0.766 -5.052
N -3.373 -2.124 6.501
C -3.738 -2.527 5.277
S -4.934 -3.628 5.032
C -2.982 -1.867 4.136
C -2.981 -2.419 2.873
C -2.285 -1.796 1.851
N -1.605 -0.662 2.008
C -1.619 -0.106 3.226
C -2.291 -0.677 4.299
H -3.863 -2.512 7.288
H -2.593 -1.513 6.667
H -3.513 -3.340 2.680
H -2.253 -2.227 0.865
H -1.123 0.850 3.326
H -2.277 -0.145 5.243
C 4.095 1.364 1.775
Si 3.118 -0.070 1.187
C 2.121 -0.726 2.596
C 4.142 -1.257 0.250
C 4.979 -0.731 -0.746
C 5.874 -1.551 -1.427
C 5.946 -2.907 -1.115
C 5.114 -3.444 -0.140
C 4.221 -2.624 0.541
H 4.834 1.000 2.509
H 3.483 2.130 2.252
H 4.649 1.834 0.952
H 2.803 -1.080 3.384
H 1.479 -1.573 2.346
H 1.521 0.074 3.040
H 4.927 0.328 -1.003
H 6.522 -1.129 -2.191
H 6.651 -3.546 -1.637
H 5.153 -4.505 0.084
H 3.581 -3.058 1.301
O 0.241 -1.932 0.266
N 1.061 -2.837 -0.155
C 0.978 -3.157 -1.379
C 0.112 -2.483 -2.327
N -0.591 -1.897 -3.007
C 1.800 -4.276 -1.814
N 2.441 -5.169 -2.154
*
```

Output
E_HOMO ... -0.3145 Ha
Energy above the lowest of the compared OMol25 structures with the same formula, charge and spin ... 18.15 kcal per mole
Gap between HOMO and LUMO ... 6.2 eV

---

[7]
The following is a DFT calculation (ωB97M-V/def2-TZVPD) of the molecule C19H17NO7.

```
! wB97M-V def2-TZVPD RIJCOSX def2/J DEFGRID3
* xyz 0 1
C -6.118 -1.795 0.327
O -4.733 -2.002 0.504
C -3.838 -0.992 0.377
C -2.521 -1.394 0.588
C -1.445 -0.520 0.524
O -0.155 -0.897 0.692
C 0.135 -2.261 0.880
C -1.715 0.826 0.230
C -0.668 1.849 0.084
O -0.780 2.858 -0.568
O 0.436 1.559 0.805
C 1.635 2.213 0.464
N 2.573 1.210 0.030
C 2.345 0.401 -1.085
O 1.475 0.565 -1.896
C 3.399 -0.641 -1.028
C 3.672 -1.689 -1.883
C 4.743 -2.520 -1.567
C 5.509 -2.301 -0.432
C 5.235 -1.243 0.429
C 4.171 -0.422 0.116
C 3.623 0.760 0.824
O 3.979 1.272 1.852
C -3.029 1.224 -0.011
C -4.102 0.356 0.059
O -5.400 0.744 -0.166
C -5.643 2.084 -0.518
H -6.572 -2.770 0.500
H -6.349 -1.457 -0.684
H -6.513 -1.075 1.047
H -2.383 -2.440 0.811
H 1.220 -2.323 0.948
H -0.306 -2.643 1.806
H -0.210 -2.865 0.034
H 2.055 2.699 1.350
H 1.442 2.938 -0.339
H 3.072 -1.851 -2.765
H 4.980 -3.349 -2.216
H 6.334 -2.962 -0.214
H 5.827 -1.066 1.313
H -3.171 2.263 -0.260
H -5.130 2.357 -1.445
H -5.344 2.771 0.280
H -6.720 2.152 -0.666
*
```

Output
E_HOMO ... -0.2923 Ha
Gap between HOMO and LUMO ... 7.6 eV

---

[8]
The following is a DFT calculation (ωB97M-V/def2-TZVPD) of a structure of composition C19H18AgBr2F3N3OPSSe.

```
! wB97M-V def2-TZVPD RIJCOSX def2/J DEFGRID3
* xyz -2 1
Ag -0.310 -0.714 -0.727
Br -5.755 -3.110 2.783
C -4.458 -2.061 1.858
C -4.661 -1.745 0.529
C -3.690 -0.961 -0.074
N -2.609 -0.509 0.549
C -2.419 -0.854 1.815
C -3.334 -1.634 2.522
C -1.137 -0.393 2.438
C -0.862 -0.617 3.786
C 0.369 -0.235 4.268
Br 0.778 -0.497 6.112
C 1.309 0.340 3.440
C 0.925 0.546 2.122
N -0.267 0.213 1.637
H -5.526 -2.096 -0.016
H -3.774 -0.690 -1.123
H -3.154 -1.932 3.545
H -1.583 -1.087 4.440
H 2.293 0.614 3.794
H 1.615 0.980 1.403
F -1.098 4.603 -4.709
C -0.092 3.969 -4.016
F 0.505 3.167 -4.879
F 0.802 4.973 -3.741
C -0.615 3.363 -2.750
C -1.189 4.295 -1.896
C -1.713 3.917 -0.675
C -1.612 2.566 -0.352
N -1.072 1.659 -1.137
C -0.569 1.978 -2.376
S 0.012 0.653 -3.278
H -1.221 5.336 -2.203
H -2.166 4.631 0.001
H -1.989 2.185 0.598
C 4.908 -1.285 -1.405
P 3.173 -1.496 -0.899
C 3.228 -2.508 0.578
C 2.456 -2.507 -2.188
O 2.509 -0.178 -0.705
H 5.398 -2.243 -1.602
H 5.446 -0.752 -0.618
H 4.913 -0.674 -2.309
H 3.819 -3.420 0.437
H 2.173 -2.762 0.795
H 3.640 -1.906 1.391
H 3.091 -3.374 -2.410
H 2.333 -1.879 -3.073
H 1.466 -2.833 -1.826
Se -0.287 -3.038 0.145
*
```

Output
E_HOMO ... 0.0176 Ha
Gap between HOMO and LUMO ... 3.4 eV

---

[9]
The following is a DFT calculation (ωB97M-V/def2-TZVPD) of a structure of composition C19H18AuCl3GeN2Se3Te.

```
! wB97M-V def2-TZVPD RIJCOSX def2/J DEFGRID3
* xyz 1 2
Au -2.191 -1.579 0.430
Se -3.899 -3.117 -0.637
Se -5.485 -1.556 -1.007
Te -4.486 0.728 -1.184
Se -2.640 0.799 0.493
C 0.211 -2.221 -1.526
Ge -0.007 -0.585 -0.472
C 0.461 1.049 -1.404
C -0.397 1.949 -2.030
C 0.111 3.068 -2.670
C 1.481 3.295 -2.703
C 2.346 2.398 -2.093
C 1.836 1.284 -1.444
C 0.843 -0.815 1.263
C 1.352 -2.064 1.538
C 1.883 -2.379 2.807
C 1.870 -1.440 3.798
C 1.356 -0.140 3.564
C 1.342 0.836 4.590
C 0.852 2.088 4.354
C 0.365 2.425 3.075
C 0.368 1.503 2.066
C 0.850 0.188 2.281
H 1.276 -2.319 -1.754
H -0.348 -2.148 -2.454
H -0.106 -3.113 -0.987
H -1.466 1.780 -2.018
H -0.565 3.766 -3.147
H 1.873 4.172 -3.201
H 3.414 2.570 -2.113
H 2.525 0.604 -0.950
H 1.352 -2.835 0.778
H 2.293 -3.364 2.988
H 2.264 -1.673 4.780
H 1.732 0.571 5.565
H 0.846 2.829 5.142
H -0.004 3.425 2.889
H 0.023 1.792 1.080
N -1.877 -2.354 2.730
H -0.932 -2.656 2.952
H -2.518 -3.081 3.026
H -2.067 -1.529 3.289
Cl -0.365 1.380 -5.811
C -0.847 -0.309 -5.636
Cl 0.584 -1.357 -5.603
Cl -1.935 -0.782 -6.946
C -1.540 -0.479 -4.359
N -2.034 -0.607 -3.332
*
```

Output
E_HOMO (spin up / spin down) ... -0.3928 / -0.3960 Ha
Energy above the lowest of the compared OMol25 structures with the same formula, charge and spin ... 0.00 kcal per mole
Gap between HOMO and LUMO (spin up / spin down) ... 6.5 / 5.5 eV

---

[10]
The following is a DFT calculation (ωB97M-V/def2-TZVPD) of a structure of composition C19H18BrN5O2RhS2Si.

```
! wB97M-V def2-TZVPD RIJCOSX def2/J DEFGRID3
* xyz -1 1
Rh -0.374 0.519 -0.791
C 3.039 -0.584 -2.248
C 2.888 -0.322 -0.779
C 3.874 -0.634 0.142
C 3.632 -0.389 1.496
C 2.444 0.165 1.915
C 1.504 0.504 0.924
N 1.754 0.252 -0.380
N 0.277 1.052 1.086
Si -0.199 2.170 2.331
C 1.228 3.339 2.667
C -0.598 1.308 3.945
C -1.677 3.134 1.770
H 3.767 0.104 -2.682
H 2.083 -0.447 -2.749
H 3.391 -1.600 -2.426
H 4.801 -1.078 -0.192
H 4.384 -0.657 2.229
H 2.218 0.323 2.959
H 2.074 2.824 3.129
H 0.917 4.141 3.340
H 1.579 3.793 1.737
H 0.267 0.782 4.357
H -1.407 0.585 3.829
H -0.913 2.054 4.680
H -1.416 3.793 0.938
H -2.065 3.751 2.585
H -2.475 2.475 1.430
S -2.669 0.934 -0.870
C -2.309 2.407 -1.666
S -0.607 2.502 -1.949
C -3.217 3.369 -2.039
C -2.792 4.560 -2.699
N -2.449 5.524 -3.229
C -4.607 3.217 -1.762
N -5.731 3.098 -1.539
Br 1.642 -6.162 0.169
C 0.153 -5.475 -0.787
C -0.818 -6.347 -1.250
N -1.882 -5.928 -1.930
C -1.995 -4.621 -2.161
C -1.069 -3.679 -1.731
C 0.037 -4.120 -1.022
C -1.282 -2.205 -2.039
O -2.250 -1.870 -2.693
O -0.329 -1.453 -1.592
H -0.735 -7.411 -1.066
H -2.862 -4.288 -2.716
H 0.771 -3.407 -0.672
*
```

Output
E_HOMO ... -0.1935 Ha
Energy above the lowest of the compared OMol25 structures with the same formula, charge and spin ... 30.56 kcal per mole
Gap between HOMO and LUMO ... 6.8 eV